C2H7PS | ωB97M-V with the def2-TZVPD basis set

## Properties
* F_max: 0.07011 hartree/bohr
* net charge: 0
* relative energy (zero: lowest compared OMol25 entry of this formula, charge and spin): 128.47 kJ/mol
* HOMO energy: -8.47 eV

The geometry in XYZ format:
```
11
C2H7PS ωB97M-V with the def2-TZVPD basis set
C -0.553 0.122 -2.055
C 0.492 0.201 -0.698
P 1.382 0.808 2.070
S -0.409 0.713 0.896
H -0.143 -0.643 -2.705
H -1.592 0.031 -1.657
H -0.527 1.154 -2.656
H 1.194 1.021 -0.856
H 1.057 -0.718 -0.418
H 0.949 -0.065 3.088
H 2.053 -0.277 1.449
```

Atomic partial charges in e from the Mulliken method, atoms 1 to 5:
1 C -0.782
2 C -0.605
3 P -0.064
4 S -0.135
5 H 0.294


C18H26N2O3 | ωB97M-V with the def2-TZVPD basis set

## Properties
* F_max: 0.01076 hartree/bohr
* net charge: 0
* relative energy (zero: lowest compared OMol25 entry of this formula, charge and spin): 4.21 kJ/mol
* HOMO energy: -8.27 eV

The geometry in XYZ format:
```
49
C18H26N2O3 ωB97M-V with the def2-TZVPD basis set
C -0.971 -3.737 -1.054
C -1.472 -2.431 -0.517
C -2.371 -2.379 0.535
C -2.830 -1.154 0.987
C -2.400 0.045 0.440
C -1.464 -0.007 -0.611
C -1.039 -1.241 -1.086
H -0.345 -1.310 -1.908
O -1.007 1.196 -1.064
C -0.242 1.350 -2.243
C 0.957 2.259 -1.944
C 2.239 1.482 -1.642
N 2.089 0.546 -0.550
C 1.997 0.880 0.768
O 1.992 1.995 1.222
C 1.952 -0.438 1.550
N 1.979 -1.403 0.474
C 2.071 -0.842 -0.748
O 2.142 -1.389 -1.820
H 1.890 -2.394 0.612
C 3.207 -0.542 2.423
H 3.242 0.304 3.103
H 3.188 -1.464 3.001
H 4.102 -0.532 1.805
C 0.684 -0.545 2.392
H 0.640 0.298 3.076
H 0.691 -1.469 2.966
H -0.198 -0.531 1.757
H 3.036 2.185 -1.382
H 2.540 0.889 -2.510
H 1.153 2.907 -2.799
H 0.704 2.885 -1.087
H -0.893 1.826 -2.989
H 0.103 0.399 -2.652
C -2.954 1.344 0.976
C -3.646 2.154 -0.123
H -2.921 2.508 -0.848
H -4.385 1.541 -0.635
H -4.150 3.014 0.312
C -1.875 2.177 1.671
H -1.056 2.390 0.992
H -1.481 1.644 2.534
H -2.296 3.120 2.013
H -3.713 1.087 1.725
H -3.547 -1.126 1.796
H -2.722 -3.291 0.995
H -1.642 -4.103 -1.831
H -0.928 -4.490 -0.269
H 0.018 -3.619 -1.493
```

Atomic partial charges in e from the Mulliken method, atoms 1 to 5:
1 C -1.751
2 C 0.362
3 C -1.229
4 C -0.799
5 C 0.582


C5H12N2O | ωB97M-V with the def2-TZVPD basis set

## Properties
* F_max: 0.06443 hartree/bohr
* net charge: 0
* relative energy (zero: lowest compared OMol25 entry of this formula, charge and spin): 140.53 kJ/mol
* HOMO energy: -8.84 eV

The geometry in XYZ format:
```
20
C5H12N2O ωB97M-V with the def2-TZVPD basis set
N -0.994 -2.580 -0.011
C 0.043 -2.053 0.858
C 0.676 -0.678 0.475
N -0.123 0.407 0.546
C -1.155 1.312 -1.420
C 0.065 1.480 -0.532
C 0.255 2.732 0.330
O 1.777 -0.780 -0.054
H -0.735 -2.642 -0.983
H -1.905 -2.169 0.120
H -0.269 -2.062 1.909
H 0.886 -2.730 0.800
H -0.968 0.136 1.024
H -2.080 1.823 -1.153
H -1.474 0.279 -1.506
H -0.952 1.609 -2.458
H 0.914 1.112 -1.096
H -0.440 2.727 1.156
H 1.246 2.613 0.812
H 0.249 3.661 -0.232
```

Atomic partial charges in e from the Mulliken method, atoms 1 to 5:
1 N -0.481
2 C -0.948
3 C 0.662
4 N -0.220
5 C -1.332


| no. | Kohn-Sham gap (eV) |
| --- | --- |
| 1 | 9.4 |
| 2 | 9.1 |
| 3 | 9.6 |